DFT (wB97M-V/def2-TZVPD) results for C3H5NO2 as an isolated structure in a non-equilibrium geometry.

Computed properties:
**Relative energy (zero: lowest compared OMol25 entry of this formula, charge and spin)**: 100.1 kcal per mole
**Gap between HOMO and LUMO**: 9.9 eV

Each line ends with the Löwdin charge.
CARTESIAN COORDINATES (ANGSTROEM)
O  -1.50659  0.25044  -1.34821  0.105
C  -0.84125  0.01952  -0.19284  -0.665
N  -0.57436  0.99081  0.79525  0.146
C  0.60618  0.41111  0.01617  -0.145
C  0.71117  -0.99930  0.53264  -0.108
O  -0.69278  -1.27431  0.25801  0.026
H  -0.78728  1.87513  0.32803  0.117
H  -0.57997  0.37348  -1.67505  0.129
H  1.42173  1.09260  -0.23571  0.145
H  0.91321  -1.07193  1.59431  0.119
H  1.32995  -1.66754  -0.07260  0.129

Forces on atoms 1 to 6 (eV/Å):
0.76 0.31 -0.36
1.10 0.23 -0.06
-0.36 0.22 0.67
0.13 -0.06 0.87
0.36 -0.30 0.56
-0.07 -0.17 0.28

DFT (wB97M-V/def2-TZVPD) results for C18H29IrN2O2P2S as an isolated structure in a non-equilibrium geometry.

Computed properties:
**Relative energy (zero: lowest compared OMol25 entry of this formula, charge and spin)**: 18.9 kcal per mole
**Spin multiplicity**: 5
**Gap between HOMO and LUMO (spin up / spin down)**: 3.4 / 7.2 eV

Each line ends with the Mulliken spin population.
CARTESIAN COORDINATES (ANGSTROEM)
C  -0.39136  -4.18366  0.24706  0.024
C  0.08933  -2.88978  -0.01457  -0.090
N  -0.34778  -1.84193  0.75493  0.439
C  -1.25900  -2.05054  1.73640  -0.360
C  -1.64321  -3.34979  2.10487  -0.042
C  -1.18287  -4.43247  1.33544  0.040
C  1.08403  -2.64550  -1.12255  0.036
P  1.53957  -0.84091  -1.22555  0.223
Ir  0.73737  0.14537  0.63565  1.749
P  -1.49816  0.66846  1.70236  0.439
C  -1.71304  -0.89392  2.57331  0.338
C  0.80722  2.08169  -0.48464  0.244
C  2.08464  2.52960  -0.56441  0.074
C  2.33611  3.88969  -0.89746  0.036
C  1.28216  4.72373  -1.23896  -0.001
C  -0.01213  4.22542  -1.26822  0.041
C  -0.26768  2.88642  -0.95408  -0.014
O  -1.87433  -3.15275  -4.28209  0.002
O  -3.55412  -1.10736  -1.42536  0.004
H  0.01835  -5.01802  -0.36965  0.010
H  -2.26038  -3.46499  2.99419  0.005
H  -1.47287  -5.44355  1.61586  0.007
C  3.31030  -1.08438  -0.90059  0.004
C  1.31871  -0.37628  -2.98440  0.028
H  -2.76351  -1.04931  2.91637  0.047
H  -1.11855  -0.88428  3.51413  0.069
H  0.83959  -3.02151  -2.12799  0.000
H  1.96480  -3.28103  -0.95460  0.012
C  -1.17481  1.99563  2.84532  -0.026
C  -3.13276  0.97010  1.04475  0.073
H  2.88593  1.84655  -0.37787  0.012
H  3.33952  4.23293  -0.82318  0.002
H  1.48369  5.77763  -1.43638  0.002
H  -0.82151  4.87607  -1.58835  0.004
H  -1.26852  2.51377  -1.06746  -0.006
H  -3.01355  -1.64677  -2.01151  0.000
H  -3.88095  -0.35992  -1.96518  0.000
H  -2.28406  -2.78798  -3.51735  0.002
H  -1.62499  -3.99926  -3.95883  -0.001
H  -0.65515  1.19005  0.47390  0.273
H  3.53778  -1.98008  -1.48636  0.001
H  3.90500  -0.22189  -1.21550  0.004
H  3.43230  -1.24287  0.17952  0.002
H  2.09719  -0.85404  -3.60217  0.007
H  0.33122  -0.67729  -3.36985  -0.006
H  1.41804  0.70444  -3.12034  0.003
H  -3.91437  1.02881  1.82825  0.007
H  -3.19253  1.94233  0.52674  -0.015
H  -3.44346  0.20642  0.31755  -0.005
H  -2.07826  2.27565  3.37738  0.015
H  -0.40206  1.69120  3.54704  0.002
H  -0.80826  2.84693  2.27343  0.005
S  2.01107  -0.32310  2.50522  0.183
C  2.33262  1.32101  2.57322  -0.051
N  2.52721  2.49065  2.65018  0.149

Forces on atoms 1 to 6 (eV/Å):
1.76 0.06 -1.29
-1.43 -0.43 0.62
-0.05 -1.15 -0.87
0.40 -1.29 0.24
0.55 0.21 -0.75
-1.14 0.36 1.41

DFT (wB97M-V/def2-TZVPD) results for C29H39FeN7O3Te as an isolated structure in a non-equilibrium geometry.

Computed properties:
**Spin multiplicity**: 6
**Total charge**: +1
**Gap between HOMO and LUMO (spin up / spin down)**: 5.7 / 8.4 eV

Each line ends with the Mulliken spin population.
CARTESIAN COORDINATES (ANGSTROEM)
Fe  10.64545  12.22997  8.49349  3.810
N  10.87300  16.12570  10.16339  0.020
C  10.50254  15.47343  9.11778  -0.015
N  10.72179  14.15812  9.31379  0.067
C  11.12276  14.06137  10.62097  -0.030
N  11.09338  15.28447  11.21182  0.148
C  11.29192  12.79859  11.21610  0.285
C  11.62786  12.72974  12.57169  -0.019
N  11.58774  11.66436  13.24496  0.171
C  11.11236  10.51776  12.51490  0.175
C  10.96068  10.58816  11.15777  -0.016
N  11.00406  11.68547  10.42725  0.262
H  10.86788  17.12037  10.25236  -0.001
H  10.23945  16.02250  8.21776  -0.001
H  11.90369  13.60499  13.10864  -0.006
H  10.95652  9.68885  13.15252  0.003
H  10.68679  9.53885  10.73050  0.029
C  10.37898  6.73848  8.28099  0.000
N  9.59422  7.94274  8.19121  0.003
C  8.13378  7.82858  8.22909  0.001
C  10.17239  9.13829  8.00324  0.004
O  9.58939  10.22052  7.86255  0.019
H  11.34073  7.01436  8.72602  0.000
H  10.58361  6.28282  7.31240  0.000
H  9.87775  5.93954  8.91478  0.000
H  7.85705  7.30051  9.10569  0.000
H  7.77079  7.15625  7.43457  0.000
H  7.68864  8.86552  8.20162  0.000
H  11.20233  9.10839  7.92708  -0.006
C  12.63159  12.40832  5.13850  0.000
C  13.09023  12.10164  6.52790  0.009
O  12.20397  11.63591  7.37075  0.005
N  14.31192  12.36284  6.86762  0.011
Te  14.34401  12.33251  8.90299  0.033
C  14.28463  10.37516  9.74813  -0.001
C  14.00353  9.18369  9.06154  0.003
C  13.94440  8.94660  7.61756  -0.001
C  14.08186  7.98369  9.77770  -0.001
C  14.28283  7.95205  11.16582  0.015
C  13.99308  6.67788  11.92350  -0.003
C  14.58571  9.16271  11.82891  -0.007
C  14.56799  10.35923  11.16407  0.006
C  14.88153  11.70739  11.85275  -0.012
C  16.38971  12.87439  9.04159  0.003
C  17.49192  12.05731  8.56331  0.000
C  17.32344  10.74725  7.83112  -0.001
C  18.75442  12.58402  8.59825  0.000
C  19.05407  13.81055  9.23245  -0.001
C  20.47302  14.35998  9.21750  0.000
C  17.96475  14.52295  9.82448  0.000
C  16.66424  14.10319  9.69560  -0.002
C  15.53628  14.94640  10.30489  0.001
H  12.39990  13.44438  4.99697  0.000
H  11.66161  11.89795  5.02366  0.000
H  13.36731  12.05702  4.41193  0.000
H  13.40777  8.03177  7.41824  0.000
H  15.05238  8.82357  7.21194  0.000
H  13.38124  9.75790  7.17223  0.002
H  13.89145  7.12105  9.18572  0.000
H  14.77362  5.80397  11.81036  0.000
H  13.00654  6.34716  11.71561  0.000
H  14.02724  6.94726  12.98584  0.000
H  14.81564  9.04845  12.89542  -0.003
H  15.91459  12.05533  11.73272  -0.001
H  14.68628  11.56949  12.93601  -0.002
H  14.25962  12.53042  11.51743  0.013
H  16.40511  10.70840  7.21569  0.000
H  17.31599  9.88085  8.46158  0.000
H  18.19790  10.60870  7.17196  0.000
H  19.51950  12.00061  8.14802  0.000
H  20.62832  15.15352  8.43633  0.000
H  21.13164  13.52400  9.17020  0.000
H  20.70613  14.75520  10.18675  0.000
H  18.22429  15.43597  10.42160  0.000
H  14.52120  14.87662  9.68204  -0.002
H  15.75842  16.02602  10.32551  0.000
H  15.36398  14.57365  11.30073  0.000
O  8.73768  12.60870  7.71923  0.029
H  8.38297  11.71867  7.35472  -0.001
H  7.97916  13.15940  7.96394  0.003

Forces on atoms 1 to 6 (eV/Å):
0.03 -0.64 -0.76
-0.64 -0.21 1.72
0.86 -1.20 -2.08
-0.51 0.65 -0.98
-1.08 2.11 0.07
1.53 -0.53 0.19

DFT (wB97M-V/def2-TZVPD) results for one molecule with the formula C6H10.

Computed properties:
**Relative energy (zero: lowest compared OMol25 entry of this formula, charge and spin)**: 33.6 kcal per mole
**SMILES**: C[C@@]12CC[C@@H]1C2
**Gap between HOMO and LUMO**: 10.3 eV

Each line ends with the Löwdin charge.
CARTESIAN COORDINATES (ANGSTROEM)
C  1.87901  -0.22620  0.26058  -0.039
C  0.43958  0.09489  -0.04859  -0.430
C  -0.37214  -0.92206  -0.84097  -0.133
C  -1.67133  -0.41409  -0.18163  -0.134
C  -0.80095  0.36087  0.82326  -0.197
C  -0.14586  1.47770  0.08550  -0.071
H  2.44541  0.63659  0.62767  0.074
H  2.35204  -0.57015  -0.67025  0.081
H  1.94733  -1.04419  0.98842  0.079
H  -0.27033  -0.98716  -1.93112  0.106
H  -0.12393  -1.90152  -0.40740  0.114
H  -2.33087  -1.19031  0.21286  0.101
H  -2.25301  0.25173  -0.83175  0.104
H  -0.88188  0.30002  1.90732  0.132
H  0.47207  2.12583  0.70601  0.107
H  -0.68513  2.00805  -0.69990  0.105

Forces on atoms 1 to 6 (eV/Å):
-0.05 0.04 0.08
0.13 -0.15 0.17
0.05 -0.02 -0.15
-0.15 -0.03 0.02
-0.02 -0.13 0.24
0.07 0.10 -0.12

DFT (wB97M-V/def2-TZVPD) results for C16H14BCoF5N6 as an isolated structure in a non-equilibrium geometry.

Computed properties:
**Relative energy (zero: lowest compared OMol25 entry of this formula, charge and spin)**: 44.5 kcal per mole
**Spin multiplicity**: 4
**Gap between HOMO and LUMO (spin up / spin down)**: 6.5 / 8.5 eV

Each line ends with the Mulliken spin population.
CARTESIAN COORDINATES (ANGSTROEM)
H  0.26122  2.21377  1.77704  -0.001
N  0.32972  1.28994  -0.13140  0.029
B  0.78314  0.69555  -2.51847  0.011
N  0.70767  1.75330  -1.36809  0.002
C  1.03562  3.05593  -1.28349  -0.002
Co  -0.65754  -0.95940  0.14871  2.555
H  1.40485  3.58373  -2.15938  0.000
C  0.89353  3.45218  0.02563  0.005
H  1.10970  4.41422  0.48026  0.000
C  0.46025  2.31818  0.72090  -0.007
H  0.98745  1.23203  -3.57939  0.000
C  -2.11952  -2.06480  0.57984  0.202
H  -3.07794  -1.62409  0.93165  -0.002
H  -1.64723  -2.61845  1.43493  -0.013
H  -2.31943  -2.80246  -0.22052  0.006
N  -0.68260  0.17790  -2.59096  0.020
N  1.68960  -0.48790  -2.06114  -0.015
N  -1.25929  -0.43683  -1.45789  0.006
N  1.49719  -1.21859  -0.89904  0.056
C  -1.60280  0.33010  -3.57178  0.027
C  2.89160  -0.84872  -2.57977  0.000
H  -1.36415  0.76461  -4.53091  0.001
H  3.28273  -0.34354  -3.48378  0.000
C  -2.82504  -0.20159  -3.09490  -0.009
C  3.49329  -1.78116  -1.74050  0.002
C  -2.57168  -0.63479  -1.78753  0.036
C  2.59216  -2.00015  -0.69616  -0.002
H  -3.74291  -0.25724  -3.62407  0.001
H  4.48363  -2.23464  -1.82573  0.000
H  -3.25277  -1.09637  -1.09588  -0.001
H  2.70440  -2.63835  0.15194  0.001
H  0.91158  -0.72032  -0.01554  0.012
F  1.65471  -1.58500  2.43461  -0.003
C  0.59236  -0.84219  2.86153  -0.024
C  -0.37368  -0.36424  1.99530  0.093
C  -1.37991  0.40843  2.55928  -0.011
F  -2.37301  0.90339  1.76700  0.004
C  -1.42023  0.66221  3.93269  -0.007
F  -2.35953  1.48188  4.40893  0.001
C  -0.44628  0.15881  4.78514  0.010
F  -0.42754  0.51035  6.07706  0.001
C  0.56830  -0.60389  4.23692  0.011
F  1.56843  -1.04181  5.00697  0.002

Forces on atoms 1 to 6 (eV/Å):
-0.06 -0.09 -0.16
0.82 0.89 -0.25
-2.00 0.92 0.77
0.22 -0.49 0.79
0.40 -0.10 -0.43
0.22 0.60 2.11

Number 1: DFT total energy -8773.3545 eV. Number 2: DFT total energy -58457.0136 eV. Number 3: DFT total energy -88952.1185 eV. Number 4: DFT total energy -6382.4030 eV. Number 5: DFT total energy -77646.6155 eV.